{
  "formula": "C48H41Br2CaN13O6S2",
  "method": "ωB97M-V with the def2-TZVPD basis set",
  "energy_ha": -9639.27862,
  "total_charge": 0,
  "orbital_gap_ev": 7.3259,
  "e_homo_ev": -7.4,
  "e_above_lowest_kcal_mol": 19.1,
  "lumo_ev": -0.1,
  "species": ["Ca", "C", "N", "C", "N", "C", "N", "C", "C", "C", "C", "C", "C", "C", "N", "N", "C", "O", "C", "C", "C", "C", "C", "C", "N", "C", "N", "C", "N", "C", "H", "H", "H", "H", "H", "H", "H", "H", "H", "H", "H", "H", "H", "H", "H", "H", "Br", "C", "C", "C", "N", "C", "C", "C", "C", "C", "Br", "C", "C", "N", "H", "H", "H", "H", "H", "H", "C", "C", "O", "C", "C", "C", "C", "C", "C", "O", "H", "H", "H", "H", "H", "H", "H", "C", "N", "C", "S", "N", "C", "H", "H", "H", "H", "H", "H", "H", "H", "O", "C", "N", "S", "O", "O", "C", "C", "C", "C", "C", "C", "H", "H", "H", "H"],
  "coordinates": [[0.04913, 0.29502, 0.17708], [0.84347, -3.99373, -3.95077], [0.55220, -3.26520, -2.72627], [1.01199, -2.12247, -2.20694], [0.51298, -1.94911, -0.99775], [-0.25212, -3.06003, -0.80524], [-0.26697, -3.87389, -1.83251], [1.22332, -3.20756, -5.18392], [1.73948, -3.96285, -6.23608], [2.02786, -3.38500, -7.45833], [1.84461, -2.02388, -7.64156], [1.36606, -1.25580, -6.58989], [1.03378, -1.84446, -5.36751], [1.25748, 0.19206, -6.77934], [0.94077, 0.84412, -7.84348], [1.07207, 2.18935, -7.53277], [1.45047, 2.24544, -6.30254], [1.58897, 1.01268, -5.75372], [1.75027, 3.41501, -5.48064], [1.37725, 4.68722, -5.90308], [1.67615, 5.77865, -5.10409], [2.33823, 5.60468, -3.89517], [2.71668, 4.33542, -3.47817], [3.44565, 4.13963, -2.16654], [3.23944, 2.80822, -1.63235], [2.12243, 2.32913, -1.08420], [2.22728, 1.02475, -0.91890], [3.46947, 0.75332, -1.39748], [4.11545, 1.80184, -1.85108], [2.41571, 3.24180, -4.27405], [-0.06114, -4.56617, -4.15447], [1.63203, -4.71861, -3.73940], [1.67565, -1.44355, -2.71588], [-0.78916, -3.26056, 0.10968], [1.90137, -5.02569, -6.09598], [2.41344, -3.99243, -8.26617], [2.08604, -1.54398, -8.58008], [0.61687, -1.22196, -4.58506], [0.85816, 4.80420, -6.84516], [1.37846, 6.77104, -5.41559], [2.54559, 6.46254, -3.26620], [3.09720, 4.86341, -1.42959], [4.51980, 4.26893, -2.29034], [1.27160, 2.94665, -0.83474], [3.91230, -0.22842, -1.38054], [2.70102, 2.24553, -3.96229], [-6.78647, -1.60483, -1.35401], [-4.97685, -1.21789, -0.98819], [-4.06134, -1.15857, -2.02162], [-2.74524, -0.88418, -1.68738], [-2.33557, -0.67847, -0.43984], [-3.22986, -0.73524, 0.54799], [-4.57185, -1.00995, 0.31466], [-2.70661, -0.54217, 1.93202], [-3.54621, -0.22209, 2.98757], [-2.99384, -0.13651, 4.25120], [-4.09150, 0.31647, 5.71665], [-1.65111, -0.38300, 4.44437], [-0.88863, -0.66972, 3.32425], [-1.39337, -0.72998, 2.09306], [-4.35517, -1.32411, -3.04769], [-1.98303, -0.81480, -2.45391], [-5.28066, -1.08758, 1.12517], [-4.59614, -0.02134, 2.83745], [-1.20148, -0.33997, 5.42526], [0.17115, -0.86189, 3.42282], [-1.30497, 1.85551, -4.36075], [-0.86398, 1.92464, -2.91409], [-0.39402, 0.90413, -2.40362], [-1.06154, 3.17638, -2.18825], [-1.13144, 4.40150, -2.88032], [-1.30401, 5.59246, -2.22289], [-1.44640, 5.57846, -0.82112], [-1.41701, 4.40502, -0.11490], [-1.22220, 3.15296, -0.76562], [-1.20705, 2.06490, -0.09287], [-1.14252, 0.84632, -4.73528], [-0.75438, 2.56147, -4.98096], [-2.36166, 2.11502, -4.44230], [-1.01406, 4.41063, -3.95768], [-1.33278, 6.52525, -2.76991], [-1.58431, 6.51391, -0.29099], [-1.51794, 4.37974, 0.96329], [3.57196, -3.62744, 1.57410], [2.17155, -3.56254, 1.96124], [1.22619, -4.50749, 2.02160], [-0.29708, -4.13694, 2.66928], [1.43278, -5.76090, 1.55847], [2.58045, -6.37365, 0.91257], [4.03050, -2.70841, 1.92984], [3.70203, -3.67149, 0.49161], [4.08723, -4.46794, 2.03407], [1.88957, -2.67032, 2.34451], [0.63956, -6.35088, 1.73816], [3.37705, -6.62653, 1.61380], [2.98402, -5.74173, 0.12615], [2.23823, -7.29540, 0.44703], [-0.18600, 2.59701, 2.96708], [0.88516, 2.02825, 3.03560], [1.38776, 1.13796, 2.11977], [2.78363, 0.48737, 2.58576], [2.59393, -0.91629, 2.92064], [3.86209, 0.75428, 1.67156], [2.95506, 1.41926, 4.08240], [3.95740, 1.41145, 5.03058], [3.79532, 2.24238, 6.13293], [2.66267, 3.04288, 6.26368], [1.66637, 3.03427, 5.29475], [1.83116, 2.21108, 4.19774], [4.83173, 0.78391, 4.91969], [4.55720, 2.26826, 6.90103], [2.56155, 3.67909, 7.13342], [0.77928, 3.64877, 5.37752]],
  "atomic_forces_ev_per_a": [[-0.299, -0.196, -0.345], [0.014, 0.020, -0.002], [-0.096, 0.012, -0.114], [0.010, 0.001, 0.019], [0.084, 0.077, 0.188], [-0.033, 0.069, -0.108], [0.114, -0.033, 0.075], [-0.056, 0.084, 0.028], [-0.009, -0.014, -0.035], [0.018, -0.007, -0.024], [0.002, 0.015, -0.007], [0.021, -0.009, 0.040], [-0.010, -0.028, 0.002], [-0.038, 0.054, -0.061], [0.036, -0.101, 0.002], [-0.045, 0.075, 0.075], [0.030, -0.003, -0.107], [0.011, -0.028, 0.082], [0.018, -0.016, 0.015], [0.022, 0.019, -0.032], [-0.004, -0.025, 0.009], [-0.019, -0.006, -0.026], [-0.023, -0.004, 0.037], [-0.014, 0.016, 0.011], [-0.016, 0.066, 0.058], [0.042, -0.041, -0.011], [-0.026, -0.014, 0.015], [-0.043, 0.043, 0.103], [-0.016, 0.015, -0.098], [-0.008, -0.035, 0.000], [-0.002, -0.010, 0.008], [0.016, 0.010, 0.017], [0.003, -0.008, 0.013], [-0.011, 0.010, 0.021], [-0.003, 0.002, 0.003], [-0.001, -0.001, 0.006], [0.000, -0.008, -0.001], [0.012, 0.000, -0.008], [-0.001, 0.008, 0.008], [0.002, -0.002, -0.002], [0.001, 0.000, -0.004], [0.009, 0.005, 0.003], [0.015, -0.021, 0.016], [0.012, 0.009, -0.006], [0.002, -0.003, 0.005], [0.006, 0.001, 0.005], [-0.004, 0.003, 0.002], [-0.050, -0.018, -0.051], [0.029, 0.012, 0.001], [-0.064, -0.013, 0.068], [0.083, 0.003, 0.031], [0.089, 0.024, -0.042], [-0.046, 0.004, 0.056], [0.101, -0.063, -0.051], [-0.067, 0.010, -0.001], [-0.029, 0.016, 0.072], [-0.001, -0.001, -0.005], [0.035, -0.008, 0.003], [-0.109, -0.045, -0.020], [0.134, 0.161, -0.001], [0.007, 0.001, 0.001], [0.010, -0.011, -0.001], [0.006, -0.001, -0.009], [0.007, -0.006, -0.006], [0.010, -0.004, -0.008], [0.019, -0.007, -0.014], [-0.004, -0.015, 0.009], [0.004, -0.020, -0.030], [0.072, -0.073, 0.069], [0.019, -0.062, 0.017], [-0.014, -0.021, -0.047], [-0.001, 0.033, 0.108], [0.005, -0.021, -0.101], [0.033, 0.038, 0.025], [-0.033, -0.096, -0.055], [0.112, 0.190, 0.169], [0.004, 0.003, -0.012], [-0.030, 0.018, -0.007], [0.000, 0.005, 0.005], [0.001, -0.002, 0.007], [0.006, 0.000, 0.000], [-0.001, 0.004, 0.000], [-0.007, 0.002, -0.008], [-0.050, -0.012, 0.006], [-0.014, -0.028, -0.032], [0.052, 0.006, -0.067], [0.019, -0.031, 0.055], [0.031, 0.027, 0.061], [-0.041, 0.036, -0.010], [-0.006, 0.006, 0.001], [0.006, -0.007, -0.014], [0.006, -0.012, 0.012], [0.011, -0.015, 0.000], [-0.040, -0.016, -0.032], [0.010, 0.009, 0.005], [-0.001, 0.004, -0.012], [-0.006, -0.005, 0.004], [-0.007, -0.045, -0.078], [0.181, -0.044, 0.126], [-0.125, -0.034, -0.116], [-0.129, 0.102, 0.126], [-0.008, 0.033, 0.010], [0.088, 0.031, -0.009], [-0.097, -0.012, -0.069], [0.052, -0.043, 0.000], [-0.009, 0.003, -0.024], [-0.022, -0.002, -0.023], [-0.012, 0.062, 0.063], [0.054, -0.048, -0.037], [-0.002, 0.005, 0.012], [0.005, -0.007, -0.006], [-0.003, 0.000, -0.002], [0.004, -0.004, 0.002]]
}